A) Density functional theory data (ωB97M-V/def2-TZVPD) for a molecular structure, C20H39O3P3Tc.

```
66
Properties=species:S:1:pos:R:3:nbo_charge:R:1
P -2.656 2.042 -1.246 1.269
C -4.190 1.103 -0.840 -0.942
H -5.116 1.694 -0.915 0.309
H -4.048 0.773 0.195 0.267
H -4.269 0.220 -1.488 0.271
C -3.431 3.719 -1.275 -0.928
H -2.740 4.386 -1.803 0.267
H -3.523 4.069 -0.240 0.271
H -4.420 3.759 -1.756 0.314
C -2.730 1.701 -3.056 -0.924
H -3.421 2.387 -3.568 0.316
H -3.058 0.662 -3.190 0.273
H -1.717 1.812 -3.462 0.235
P 2.747 -2.427 -1.820 1.191
C 1.887 -4.005 -1.558 -0.951
H 2.409 -4.830 -2.069 0.302
H 0.865 -3.912 -1.955 0.264
H 1.824 -4.213 -0.479 0.270
C 2.935 -2.277 -3.619 -0.949
H 3.555 -1.398 -3.839 0.250
H 1.938 -2.116 -4.057 0.264
H 3.388 -3.178 -4.055 0.312
C 4.425 -2.643 -1.121 -0.944
H 5.002 -3.409 -1.664 0.307
H 4.324 -2.939 -0.063 0.274
H 4.960 -1.681 -1.158 0.248
P 0.179 1.311 3.147 1.336
C -0.614 0.265 4.413 -0.961
H -0.695 0.767 5.383 0.311
H -0.007 -0.644 4.493 0.276
H -1.593 -0.039 4.028 0.276
C 1.821 1.547 3.932 -0.957
H 1.691 1.825 4.987 0.317
H 2.375 2.315 3.378 0.251
H 2.379 0.605 3.840 0.269
C -0.567 2.958 3.365 -0.966
H -0.477 3.326 4.394 0.319
H -1.616 2.886 3.052 0.268
H -0.062 3.630 2.660 0.257
Tc 1.713 -0.403 -1.066 0.054
C -0.053 -0.858 -1.546 0.651
O -1.135 -1.175 -1.877 -0.382
C 1.677 -1.164 0.692 0.649
O 1.666 -1.676 1.748 -0.366
C 3.610 1.482 -0.606 -0.114
C 2.427 1.910 -0.018 -0.192
C 1.263 2.030 -0.780 -0.235
C 1.320 1.810 -2.166 -0.197
C 2.514 1.365 -2.757 -0.182
C 3.659 1.156 -1.968 -0.195
H 4.499 1.420 0.019 0.285
H 2.410 2.170 1.040 0.263
H 0.324 2.326 -0.322 0.253
H 0.421 1.967 -2.758 0.269
H 2.551 1.156 -3.824 0.296
H 4.561 0.738 -2.419 0.296
C -2.391 -3.398 1.306 -0.732
C -2.716 -1.969 1.633 0.651
C -4.053 -1.736 2.304 -0.736
O -1.952 -1.035 1.358 -0.687
H -3.123 -4.068 1.769 0.262
H -1.380 -3.614 1.656 0.243
H -2.397 -3.506 0.217 0.251
H -3.916 -0.981 3.093 0.239
H -4.761 -1.348 1.550 0.257
H -4.491 -2.647 2.750 0.266
```

Highest occupied orbital energy (alpha / beta) = -19.7 / -19.7 eV
2S+1 = 4
Frontier orbital gap (alpha / beta) = 7.08 / 4.44 eV
Lowest unoccupied orbital energy (alpha / beta) = -0.46342 / -0.56025 Eh
Charge = +4

B) Density functional theory data (ωB97M-V/def2-TZVPD) for a molecular structure, C20H39O3P3Tc.

```
66
Properties=species:S:1:pos:R:3:nbo_charge:R:1
P 3.262 -2.273 -0.168 1.320
C 3.114 -2.081 1.650 -0.958
H 3.931 -2.616 2.154 0.302
H 2.142 -2.492 1.952 0.267
H 3.119 -1.017 1.926 0.269
C 4.746 -3.343 -0.321 -0.939
H 5.090 -3.338 -1.363 0.287
H 4.453 -4.372 -0.073 0.286
H 5.537 -3.001 0.348 0.305
C 3.920 -0.602 -0.538 -0.957
H 5.016 -0.587 -0.495 0.315
H 3.507 0.145 0.150 0.259
H 3.589 -0.320 -1.541 0.237
P -1.270 4.414 -0.644 1.302
C -1.511 5.362 0.880 -0.960
H -1.740 6.396 0.626 0.314
H -0.593 5.313 1.478 0.282
H -2.342 4.923 1.441 0.284
C -0.183 5.474 -1.670 -0.952
H -0.170 5.120 -2.714 0.268
H 0.832 5.432 -1.246 0.277
H -0.561 6.499 -1.632 0.314
C -2.873 4.683 -1.489 -0.950
H -3.091 5.754 -1.461 0.312
H -3.642 4.134 -0.923 0.276
H -2.834 4.327 -2.530 0.267
P -1.408 -3.613 0.252 1.298
C -1.987 -3.215 1.968 -0.941
H -2.536 -4.066 2.399 0.301
H -2.611 -2.307 1.954 0.267
H -1.105 -2.989 2.584 0.267
C -2.926 -3.012 -0.627 -0.949
H -3.818 -3.599 -0.363 0.319
H -2.747 -3.086 -1.709 0.251
H -3.094 -1.946 -0.391 0.247
C -1.647 -5.456 0.243 -0.932
H -2.556 -5.744 0.788 0.305
H -0.771 -5.910 0.725 0.279
H -1.685 -5.846 -0.783 0.285
Tc -0.316 0.884 -1.661 -0.047
C 0.949 1.263 -0.166 0.668
O 1.619 1.439 0.769 -0.398
C -1.571 0.521 -0.150 0.659
O -2.218 0.308 0.797 -0.387
C -1.537 0.383 -3.285 -0.239
C -0.915 -0.754 -2.732 -0.167
C 0.477 -0.770 -2.538 -0.169
C 1.245 0.356 -2.900 -0.165
C 0.619 1.507 -3.405 -0.250
C -0.775 1.525 -3.590 -0.156
H -2.618 0.425 -3.380 0.292
H -1.512 -1.580 -2.372 0.255
H 0.932 -1.608 -2.036 0.236
H 2.309 0.342 -2.749 0.260
H 1.190 2.404 -3.621 0.290
H -1.259 2.432 -3.938 0.281
C -0.360 1.145 3.369 -0.741
C 0.065 -0.248 3.013 0.651
C 0.521 -1.079 4.170 -0.739
O 0.054 -0.682 1.856 -0.678
H -0.561 1.244 4.436 0.268
H -1.247 1.409 2.796 0.230
H 0.432 1.837 3.080 0.251
H 0.685 -2.119 3.861 0.219
H 1.467 -0.682 4.572 0.276
H -0.230 -1.045 4.970 0.275
```

Highest occupied orbital energy (alpha / beta) = -20.2 / -20.2 eV
2S+1 = 4
Frontier orbital gap (alpha / beta) = 7.02 / 5.09 eV
Lowest unoccupied orbital energy (alpha / beta) = -0.48323 / -0.55406 Eh
Charge = +4

Relative energies with respect to the most stable structure, expressed in kcal/mol: A) 0.0; B) 51.0.

A) Density functional theory data (ωB97M-V/def2-TZVPD) for a single CHN2O2P molecule.

```
7
Properties=species:S:1:pos:R:3:nbo_charge:R:1
N 1.218 -2.102 -0.716 -0.239
C 0.904 -1.227 -0.045 -0.083
P 0.389 0.126 1.087 0.641
N -0.995 0.542 -0.092 0.349
O -2.013 -0.116 -0.080 -0.362
O -0.782 1.467 -0.789 -0.346
H 1.280 1.309 0.634 0.040
```

Highest occupied orbital energy = -11.0 eV
Frontier orbital gap = 10.30 eV
Lowest unoccupied orbital energy = -0.02707 Eh
SMILES string = N#CP[N+](=O)[O-]
Charge = 0

B) Density functional theory data (ωB97M-V/def2-TZVPD) for 2 unconnected molecules or ions with the total composition CHN2O2P.

```
7
Properties=species:S:1:pos:R:3:nbo_charge:R:1
C 0.126 1.368 -0.907 -0.159
N -0.411 2.361 -1.160 -0.214
N -0.019 -1.401 0.039 0.279
O 0.344 -2.207 0.918 -0.375
O -0.956 -1.537 -0.670 -0.318
P 1.091 0.014 -0.179 0.755
H -0.174 1.402 1.960 0.033
```

Highest occupied orbital energy (alpha / beta) = -11.4 / -10.6 eV
Frontier orbital gap (alpha / beta) = 8.13 / 9.36 eV
Lowest unoccupied orbital energy (alpha / beta) = -0.12106 / -0.04498 Eh
Charge = 0

Relative energies with respect to the most stable structure, expressed in kcal/mol: A) 0.0; B) 77.0.

A) Density functional theory data (ωB97M-V/def2-TZVPD) for 2 unconnected molecules or ions with the total composition C4H15N2.

```
21
Properties=species:S:1:pos:R:3:nbo_charge:R:1
C 1.992 0.459 -2.111 -0.631
C 0.672 -0.249 -2.423 -0.211
N 0.219 -0.963 -1.145 -0.679
H 2.346 1.005 -2.978 0.266
H 1.845 1.125 -1.255 0.217
H 2.724 -0.274 -1.769 0.224
H -0.145 0.411 -2.697 0.231
H 0.809 -0.996 -3.199 0.233
H 0.522 -0.408 -0.354 0.443
H 0.654 -1.881 -1.068 0.444
H -0.795 -1.037 -1.064 0.452
C -0.883 -0.842 1.924 -0.636
C -0.696 0.675 1.799 -0.208
N -1.950 1.342 2.117 -0.833
H -1.684 -1.232 1.287 0.202
H 0.007 -1.436 1.702 0.190
H -1.220 -1.083 2.932 0.240
H 0.114 0.974 2.463 0.184
H -0.443 0.930 0.763 0.133
H -2.209 1.138 3.068 0.365
H -1.879 2.341 2.009 0.371
```

Highest occupied orbital energy = -12.6 eV
Frontier orbital gap = 9.08 eV
Lowest unoccupied orbital energy = -0.12872 Eh
Charge = +1

B) Density functional theory data (ωB97M-V/def2-TZVPD) for 2 unconnected molecules or ions with the total composition C4H15N2.

```
21
Properties=species:S:1:pos:R:3:nbo_charge:R:1
C -2.126 -0.367 1.730 -0.426
N -1.122 -1.457 1.798 -0.815
H -1.750 0.557 1.233 0.152
H -2.426 -0.038 2.764 0.222
H -3.042 -0.707 1.177 0.217
H -0.969 -1.833 0.866 0.329
H -0.243 -1.090 2.165 0.342
C -0.222 0.362 -1.833 -0.662
C 1.107 0.561 -1.090 -0.029
C 1.054 1.483 0.066 -0.642
N 1.555 -0.801 -0.567 -0.692
H -0.129 -0.381 -2.686 0.234
H -1.013 0.017 -1.093 0.229
H -0.635 1.286 -2.363 0.278
H 1.941 0.758 -1.802 0.224
H 0.213 1.187 0.701 0.221
H 0.923 2.449 -0.299 0.256
H 1.937 1.520 0.678 0.233
H 1.474 -1.484 -1.356 0.443
H 2.541 -0.860 -0.274 0.448
H 0.933 -1.159 0.187 0.438
```

Highest occupied orbital energy = -13.1 eV
Frontier orbital gap = 9.41 eV
Lowest unoccupied orbital energy = -0.13470 Eh
Charge = +1

Relative energies with respect to the most stable structure, expressed in kcal/mol: A) 0.0; B) 7.0.